No. 1
# C16H39N6

3 unconnected molecules or ions with the total composition C16H39N6 (ωB97M-V with the def2-TZVPD basis set, the Open Molecules 2025 dataset).

CARTESIAN COORDINATES (ANGSTROEM)
C  1.645  3.376  1.447
C  0.913  3.393  0.086
C  -0.556  3.218  0.204
N  -1.442  4.208  0.327
C  -2.643  3.637  0.397
N  -3.877  4.206  0.512
N  -2.509  2.302  0.329
N  -1.199  2.042  0.192
H  2.393  4.164  1.451
H  0.971  3.560  2.282
H  2.157  2.427  1.592
H  1.331  2.642  -0.585
H  1.033  4.360  -0.399
H  -4.413  4.412  -0.312
H  -4.119  4.680  1.364
H  -3.222  1.583  0.311
H  -0.849  1.097  0.103
C  5.436  -0.613  3.053
C  3.998  -0.460  2.587
N  3.581  -1.504  1.667
C  2.347  -1.207  0.976
C  1.065  -1.084  1.816
C  3.745  -2.872  2.143
C  3.063  -3.254  3.460
H  6.106  -0.723  2.199
H  5.739  0.269  3.618
H  5.566  -1.477  3.705
H  3.899  0.489  2.046
H  3.345  -0.380  3.472
H  2.196  -1.972  0.209
H  2.502  -0.264  0.436
H  0.726  -2.049  2.187
H  0.259  -0.677  1.192
H  1.196  -0.416  2.669
H  4.816  -3.062  2.242
H  3.402  -3.533  1.343
H  3.270  -2.527  4.247
H  3.443  -4.217  3.801
H  1.981  -3.348  3.363
C  -3.097  1.494  -2.948
C  -2.144  0.339  -2.687
N  -2.795  -0.789  -2.048
C  -1.859  -1.762  -1.496
C  -0.928  -2.502  -2.457
C  -3.943  -1.338  -2.769
C  -3.722  -1.784  -4.216
H  -3.694  1.697  -2.055
H  -2.531  2.392  -3.204
H  -3.788  1.317  -3.771
H  -1.367  0.667  -1.988
H  -1.609  0.097  -3.616
H  -2.441  -2.486  -0.923
H  -1.237  -1.228  -0.762
H  -1.463  -3.233  -3.060
H  -0.169  -3.041  -1.888
H  -0.410  -1.818  -3.131
H  -4.736  -0.587  -2.756
H  -4.319  -2.174  -2.176
H  -3.211  -1.020  -4.804
H  -4.688  -1.965  -4.690
H  -3.145  -2.704  -4.287

The value obtained for the orbital gap is 7.16 eV. The net charge is +1. As for the spin multiplicity: 1. The value obtained for the energy above the lowest of the compared OMol25 structures with the same formula, charge and spin is 0.00 kJ/mol.

No. 2
# C3H6O3

A single C3H6O3 molecule (ωB97M-V with the def2-TZVPD basis set, the Open Molecules 2025 dataset).

CARTESIAN COORDINATES (ANGSTROEM)
C  -0.259  1.295  0.344
O  -1.069  0.254  0.737
C  -1.059  -0.891  -0.166
O  0.192  -1.278  -0.548
C  1.198  -0.383  -0.038
O  1.015  0.980  -0.326
H  -0.682  1.980  -0.476
H  0.058  1.885  1.265
H  -1.586  -1.767  0.162
H  -1.528  -0.671  -1.112
H  1.266  -0.603  1.050
H  2.088  -0.608  -0.627

The value obtained for the orbital gap is 10.76 eV. As for the spin multiplicity: 1. The value obtained for the energy above the lowest of the compared OMol25 structures with the same formula, charge and spin is 255.27 kJ/mol.

Q: Which total energy values were calculated for the entries above? A: -961.3042 -343.5573, in hartree.
Q: Which E_HOMO values were calculated for the entries above? A: -10.33 -9.82, in eV.
Q: Which LUMO energy values were calculated for the entries above? A: -3.172 0.944, in eV.